Record 1
{
  "formula": "C20H19N2O5Pt",
  "method": "wB97M-V/def2-TZVPD",
  "fmax_ev_per_a": 0.389,
  "homo_lumo_gap_ev": 7.75,
  "total_charge": -1,
  "e_tot_ha": -1378.69719,
  "multiplicity": 1,
  "symbols": ["Pt", "O", "C", "O", "C", "C", "C", "C", "C", "O", "C", "C", "O", "O", "H", "H", "H", "H", "H", "H", "H", "H", "C", "N", "C", "C", "C", "C", "C", "N", "C", "C", "C", "C", "C", "C", "H", "H", "H", "H", "H", "H", "H", "H", "H", "H", "H"],
  "coordinates": [[0.12930, -0.48290, -0.51213], [3.19428, 2.08069, -0.11735], [2.03320, 1.71563, -0.21236], [1.57966, 0.63202, 0.34382], [1.03996, 2.66281, -0.89868], [-0.33877, 2.84770, -0.21911], [-0.80945, 4.28102, -0.50894], [-1.13368, 4.16912, -2.02382], [-0.89418, 2.66672, -2.27336], [-1.25221, 2.08963, -1.02052], [0.61703, 2.37830, -2.36813], [0.86157, 1.02586, -3.04492], [1.12671, 1.06023, -4.24191], [0.77821, -0.08495, -2.39220], [1.56779, 3.61589, -0.89181], [-0.39664, 2.51424, 0.81379], [-0.04213, 5.02263, -0.28660], [-1.70077, 4.51897, 0.07148], [-0.50569, 4.80170, -2.65123], [-2.17646, 4.41785, -2.22196], [-1.48897, 2.22869, -3.07228], [1.08966, 3.09187, -3.04047], [-1.49787, -2.07370, -2.58728], [-1.29692, -1.73015, -1.19326], [-2.02378, -2.26568, -0.26717], [-1.70994, -1.94083, 1.07861], [-2.20247, -2.28750, 2.33940], [-1.38740, -1.62788, 3.26276], [-0.43506, -0.90543, 2.52720], [-0.63376, -1.10063, 1.22255], [-0.56714, -3.15562, -3.09258], [0.59377, -3.51648, -2.42132], [1.42081, -4.50448, -2.93851], [1.10128, -5.14108, -4.12849], [-0.05645, -4.78173, -4.80512], [-0.88236, -3.79662, -4.28695], [-1.33703, -1.17263, -3.18150], [-2.53175, -2.40618, -2.72999], [-2.83355, -2.94358, -0.52839], [-3.04004, -2.93547, 2.54629], [-1.46502, -1.66086, 4.33784], [0.36798, -0.27262, 2.87111], [0.86039, -3.00724, -1.50379], [2.32716, -4.76964, -2.40868], [1.75119, -5.90915, -4.52898], [-0.31577, -5.26729, -5.73802], [-1.78413, -3.51520, -4.82081]],
  "forces_ev_per_angstrom": [[0.1, -0.1, 0.1], [0.0, 0.0, 0.0], [-0.1, 0.0, 0.2], [0.0, 0.0, -0.2], [0.0, -0.1, -0.1], [0.0, 0.0, 0.0], [0.1, 0.0, 0.0], [-0.1, 0.0, 0.0], [0.0, 0.0, 0.0], [0.0, 0.0, 0.0], [-0.1, 0.1, -0.1], [0.4, -0.1, 0.0], [-0.2, 0.0, 0.0], [-0.1, 0.1, 0.0], [0.0, 0.0, 0.0], [0.0, 0.0, 0.0], [0.0, 0.0, 0.0], [0.0, 0.0, 0.0], [0.0, 0.0, 0.0], [0.0, 0.0, 0.0], [0.0, 0.0, 0.0], [0.0, 0.0, 0.0], [0.0, 0.0, 0.0], [0.0, 0.0, 0.0], [0.0, 0.0, 0.0], [0.0, -0.1, 0.0], [0.0, 0.0, 0.0], [0.0, 0.0, 0.0], [0.0, 0.0, 0.0], [0.0, 0.0, 0.0], [0.0, 0.0, 0.0], [0.0, 0.0, 0.0], [0.0, 0.0, 0.0], [0.0, 0.0, 0.0], [0.0, 0.0, 0.0], [0.0, 0.0, 0.0], [0.0, 0.0, 0.0], [0.0, 0.0, 0.0], [0.0, 0.0, 0.0], [0.0, 0.0, 0.0], [0.0, 0.0, 0.0], [0.0, 0.0, 0.0], [0.0, 0.0, 0.0], [0.0, 0.0, 0.0], [0.0, 0.0, 0.0], [0.0, 0.0, 0.0], [0.0, 0.0, 0.0]]
}

---

Record 2
{
  "formula": "C8H3NO5SY",
  "method": "wB97M-V/def2-TZVPD",
  "fmax_ev_per_a": 7.754,
  "homo_lumo_gap_ev": 6.36,
  "total_charge": 3,
  "e_tot_ha": -1172.97071,
  "multiplicity": 1,
  "symbols": ["O", "C", "Y", "O", "C", "C", "O", "C", "O", "C", "O", "S", "C", "C", "N", "C", "H", "H", "H"],
  "coordinates": [[0.00092, 3.85315, -1.42098], [-0.00216, 2.78231, -0.98056], [-0.01364, 0.57529, -0.00084], [0.00104, -1.25926, -3.03614], [-0.00114, -0.69240, -2.02725], [-0.00560, -1.89607, 0.70003], [-0.00004, -3.00085, 1.04684], [-2.32887, -0.02508, -0.01086], [-3.46834, -0.18898, 0.03495], [2.32615, -0.02794, -0.04897], [3.46168, -0.19743, 0.01318], [-0.76628, 1.74699, 4.53511], [0.89292, 1.22497, 4.39376], [1.14359, 0.75244, 3.11754], [0.00688, 0.80630, 2.29169], [-1.08295, 1.32968, 2.90317], [1.61336, 1.26940, 5.17735], [2.06316, 0.36380, 2.70028], [-2.03695, 1.41499, 2.40480]],
  "forces_ev_per_angstrom": [[0.0, -5.4, 2.2], [0.0, 7.1, -3.0], [0.2, 0.7, 2.7], [0.0, 2.7, 4.9], [0.0, -3.8, -6.8], [0.0, -5.9, 1.8], [0.0, 5.3, -1.6], [-7.0, -1.1, 0.1], [5.1, 0.6, -0.2], [6.5, -1.0, 0.2], [-4.8, 0.6, -0.3], [0.6, -0.4, -0.9], [-0.8, -0.4, -2.1], [-1.6, 0.6, 0.8], [-0.1, 0.3, -0.4], [1.8, -0.4, 1.1], [0.2, 0.2, 0.7], [0.0, 0.0, 0.4], [-0.2, 0.2, 0.3]]
}

---

Record 3
{
  "formula": "C5H3FN3O2",
  "method": "wB97M-V/def2-TZVPD",
  "fmax_ev_per_a": 4.696,
  "homo_lumo_gap_ev": 8.35,
  "total_charge": -1,
  "e_tot_ha": -606.91454,
  "multiplicity": 1,
  "e_above_lowest_ev": 0.827,
  "symbols": ["C", "C", "C", "C", "C", "N", "N", "N", "O", "O", "F", "H", "H", "H"],
  "coordinates": [[2.24052, -0.09391, 0.17312], [1.29482, -1.09109, -0.06276], [1.68480, 1.18256, 0.04775], [-0.45069, 0.36610, -0.08973], [-2.65078, -0.90640, 0.17070], [0.00750, -0.88235, -0.16208], [0.42706, 1.43712, -0.00502], [-1.73915, 0.42378, -0.39668], [-2.84440, -0.87971, 1.33008], [-2.87614, -1.47882, -0.84533], [-2.14686, 1.99217, -0.06699], [3.37562, -0.16504, 0.16675], [1.48277, -2.06222, -0.24246], [2.19494, 2.15782, -0.01733]],
  "forces_ev_per_angstrom": [[1.5, 0.5, -1.0], [0.0, 2.7, 0.7], [1.0, 0.7, 0.7], [2.7, 0.9, -0.6], [-0.6, 0.5, -1.2], [-0.6, -0.4, 0.2], [-3.6, -0.3, -0.4], [-0.8, 4.6, 0.5], [-0.2, 0.0, 2.3], [-0.4, -1.3, -1.0], [0.5, -3.2, -0.3], [-1.8, -0.4, 0.1], [1.5, -3.4, -0.2], [0.9, -0.9, 0.3]]
}

---

Record 4
{
  "formula": "C25H45FN12O3PS",
  "method": "wB97M-V/def2-TZVPD",
  "fmax_ev_per_a": 1.323,
  "homo_lumo_gap_ev": 8.72,
  "total_charge": 1,
  "e_tot_ha": -2701.63440,
  "multiplicity": 1,
  "symbols": ["N", "C", "C", "C", "N", "C", "N", "C", "F", "P", "O", "O", "O", "C", "N", "C", "C", "C", "S", "H", "H", "H", "H", "H", "H", "H", "H", "H", "H", "H", "H", "H", "H", "H", "H", "H", "H", "H", "H", "H", "C", "C", "N", "H", "H", "H", "C", "C", "N", "H", "H", "H", "C", "C", "N", "H", "H", "H", "C", "C", "N", "H", "H", "H", "C", "C", "N", "H", "H", "H", "C", "C", "N", "H", "H", "H", "C", "C", "N", "H", "H", "H", "C", "C", "N", "H", "H", "H"],
  "coordinates": [[3.81071, 3.12947, 3.29996], [2.85469, 3.25172, 2.21336], [2.66294, 2.00706, 1.33111], [1.29532, 1.98881, 0.63700], [0.42096, 0.96427, 1.21452], [-0.74965, 1.08138, 1.74017], [-1.32666, -0.07679, 2.32163], [-2.21959, 0.51763, 3.31642], [-1.40346, 0.99501, 4.31324], [-3.44552, -0.63316, 4.10147], [-3.32780, -0.58983, 5.55664], [-4.84600, -0.18807, 3.51995], [-3.16378, -2.01758, 3.42312], [-2.75545, 1.70901, 2.54050], [-1.49923, 2.21192, 1.93599], [-1.76732, 3.14310, 0.80632], [-1.91178, 4.58229, 1.29147], [-0.63852, 5.42476, 1.15570], [0.02584, 6.08689, 2.71970], [3.58363, 2.34422, 3.89749], [4.75152, 2.99048, 2.95313], [1.89362, 3.54248, 2.64842], [3.16711, 4.08035, 1.57880], [2.82155, 1.09769, 1.91184], [3.37148, 2.01742, 0.51028], [0.82648, 2.95958, 0.73294], [1.42130, 1.75277, -0.41780], [0.80405, 0.01435, 1.23078], [-1.87386, -0.55210, 1.60347], [-5.23698, 0.47715, 4.10593], [-2.69775, -2.54117, 4.11788], [-3.29653, 2.45393, 3.11547], [-3.39926, 1.31051, 1.75078], [-2.68243, 2.81825, 0.30700], [-0.97986, 3.06279, 0.06627], [-2.17019, 4.52898, 2.34934], [-2.75470, 5.06335, 0.80137], [0.16550, 4.86778, 0.68166], [-0.83933, 6.31384, 0.56532], [-0.46954, 5.14472, 3.52571], [4.76440, 0.23414, -2.71940], [4.31075, 1.48814, -2.15725], [3.92506, 2.44816, -1.65693], [5.34724, -0.32076, -1.98626], [3.91406, -0.37145, -3.03014], [5.39341, 0.44253, -3.58464], [-2.02856, -2.80045, 7.47571], [-1.71507, -3.34996, 6.16732], [-1.47062, -3.78355, 5.12611], [-1.47504, -1.87559, 7.62231], [-3.09299, -2.58292, 7.52843], [-1.75840, -3.51813, 8.24829], [-0.13976, -4.00392, 1.21319], [0.49030, -2.77046, 0.76950], [1.02408, -1.81350, 0.41970], [-0.80832, -4.37735, 0.43900], [0.62707, -4.75108, 1.40973], [-0.70105, -3.82038, 2.12901], [0.36325, -3.58205, -3.00171], [1.48139, -2.67019, -3.16847], [2.37336, -1.95853, -3.29988], [-0.27046, -3.55109, -3.88469], [0.73319, -4.59481, -2.87461], [-0.21831, -3.31186, -2.12261], [-1.65446, -7.41673, -3.55448], [-1.41683, -6.54466, -2.41407], [-1.22501, -5.83275, -1.53258], [-0.86195, -8.15965, -3.61907], [-2.61159, -7.92187, -3.44052], [-1.65454, -6.82375, -4.46745], [-5.91861, 4.21723, -1.46147], [-4.84702, 5.20376, -1.49116], [-4.01422, 5.99375, -1.52884], [-6.41157, 4.18285, -2.43108], [-5.51608, 3.23117, -1.23678], [-6.65015, 4.48832, -0.70264], [2.91460, -4.69008, -6.34704], [1.57410, -5.05396, -5.91084], [0.51653, -5.34127, -5.56427], [3.31183, -5.46565, -6.99882], [2.88342, -3.74597, -6.88807], [3.56440, -4.57725, -5.48132], [4.75568, 2.46044, -5.69123], [4.75944, 1.16132, -6.35403], [4.75357, 0.12777, -6.85526], [3.90506, 2.51919, -5.01384], [5.67448, 2.59136, -5.12203], [4.67839, 3.25621, -6.42917]],
  "forces_ev_per_angstrom": [[0.0, 0.0, -0.1], [-0.1, -0.2, 0.2], [-0.1, 0.2, -0.3], [0.3, -0.2, 0.0], [-0.1, 0.1, 0.0], [0.2, 0.2, 0.2], [0.1, 0.3, 0.2], [-0.3, 0.3, -0.2], [0.0, -0.1, 0.2], [0.2, 0.0, 0.5], [0.0, 0.1, 0.1], [0.0, 0.2, -0.3], [-0.1, 0.0, 0.2], [0.2, -0.1, 0.2], [-0.5, -0.8, -1.0], [0.2, 0.4, 0.0], [0.0, -0.1, 0.4], [0.0, 0.2, 0.3], [-0.1, 0.1, 0.0], [0.0, 0.0, 0.0], [0.0, 0.0, 0.0], [0.0, 0.0, 0.0], [0.0, 0.1, 0.0], [-0.1, -0.1, 0.0], [0.4, -0.1, 0.2], [0.0, 0.0, 0.0], [-0.1, 0.0, -0.1], [-0.1, 0.0, -0.2], [0.2, -0.4, 0.1], [-0.2, -0.1, 0.0], [0.1, -0.5, -0.4], [0.2, 0.1, 0.1], [-0.2, 0.2, 0.0], [-0.1, -0.1, 0.1], [0.1, -0.1, -0.1], [-0.2, 0.1, 0.0], [0.1, 0.1, -0.2], [0.0, 0.0, -0.2], [0.1, 0.0, -0.2], [0.1, -0.1, 0.1], [0.2, -0.1, -0.3], [-0.2, 0.1, 0.4], [0.0, 0.0, -0.2], [0.0, 0.0, 0.0], [0.0, 0.0, 0.0], [0.0, -0.1, 0.0], [0.0, 0.0, 0.1], [0.1, -0.2, -0.5], [-0.3, 0.4, 0.4], [0.0, 0.0, 0.0], [0.0, 0.0, 0.0], [0.0, 0.0, 0.0], [-0.1, 0.0, 0.0], [0.3, 0.0, 0.0], [-0.2, 0.0, 0.2], [0.0, -0.1, 0.0], [0.0, 0.0, 0.0], [0.0, 0.0, 0.0], [-0.1, 0.1, 0.1], [0.2, 0.2, 0.0], [-0.2, -0.1, 0.0], [0.0, 0.0, 0.0], [0.0, 0.0, 0.0], [0.0, 0.0, 0.0], [0.0, 0.0, 0.0], [0.0, 0.2, 0.2], [-0.1, -0.2, -0.1], [0.0, 0.0, 0.0], [0.0, 0.0, 0.0], [0.0, 0.0, 0.0], [-0.1, 0.0, 0.0], [0.1, 0.2, -0.1], [0.0, -0.2, 0.1], [0.0, 0.0, 0.0], [0.0, 0.0, 0.0], [0.0, 0.0, 0.0], [0.0, 0.0, 0.0], [-0.2, -0.1, 0.0], [0.2, 0.0, -0.1], [0.0, 0.0, 0.0], [0.0, 0.0, 0.0], [0.0, 0.0, 0.0], [0.0, 0.0, 0.0], [0.0, -0.2, -0.1], [0.0, 0.1, 0.1], [0.0, 0.0, 0.0], [0.0, 0.0, 0.0], [0.0, 0.0, 0.0]]
}

---

Record 5
{
  "formula": "Cl2H2NP",
  "method": "wB97M-V/def2-TZVPD",
  "fmax_ev_per_a": 1.999,
  "homo_lumo_gap_ev": [7.47, 8.24],
  "e_tot_ha": -1317.46776,
  "multiplicity": 1,
  "e_above_lowest_ev": 7.552,
  "symbols": ["N", "P", "Cl", "Cl", "H", "H"],
  "coordinates": [[-2.23224, 0.17819, -0.15488], [-0.87326, 0.07043, 0.86402], [-3.40733, 1.52170, -0.11559], [-2.99578, -1.45573, -0.11803], [-1.29811, -1.07734, 1.52341], [0.73096, -1.47303, -0.10007]],
  "forces_ev_per_angstrom": [[-1.4, -1.3, -0.5], [1.8, 0.3, -0.1], [1.1, -1.2, 0.3], [-0.4, 1.4, -0.7], [0.1, -0.2, 0.5], [-1.3, 1.2, 0.5]]
}

---

Record 6
{
  "formula": "C3H5N2O3",
  "method": "wB97M-V/def2-TZVPD",
  "fmax_ev_per_a": 4.544,
  "homo_lumo_gap_ev": [11.01, 6.07],
  "s_squared": 0.76,
  "e_tot_ha": -452.45969,
  "multiplicity": 2,
  "e_above_lowest_ev": 0.630,
  "symbols": ["O", "C", "N", "C", "N", "C", "O", "O", "H", "H", "H", "H", "H"],
  "coordinates": [[-1.46382, 2.10265, 0.82407], [-0.85057, 1.18297, 0.40761], [-0.87458, 1.04478, -1.03681], [0.08419, 0.09798, 1.12320], [1.18041, -0.47446, 0.40255], [0.86729, -1.61025, -0.52194], [1.82733, -1.97968, -1.19140], [-0.23843, -2.05946, -0.15526], [-0.81067, 0.06208, -1.47906], [-1.32491, 1.65835, -1.67641], [-0.68449, -0.65085, 1.36371], [0.52722, 0.48522, 2.15163], [1.76102, 0.14067, -0.21191]],
  "forces_ev_per_angstrom": [[-0.2, 0.7, 2.3], [0.9, -0.4, -4.3], [1.6, -4.2, 0.5], [-0.5, 1.8, 2.7], [-0.6, 0.6, -2.1], [3.2, -1.4, 1.5], [-1.9, 0.5, -0.1], [-0.8, -0.2, -1.3], [0.0, 2.2, 1.2], [-0.7, 0.9, 0.4], [0.7, -0.2, 0.1], [-1.2, -0.2, -2.2], [-0.6, 0.0, 1.1]]
}